1.
Formula: C3H6N2OS2
Source: the Open Molecules 2025 dataset
Level of theory: the ωB97M-V functional and the def2-TZVPD basis

Results
- Energy: -1098.96354 Ha
- Gap between HOMO and LUMO: 8.03 eV

The geometry in ORCA input format:
```
! wB97M-V def2-TZVPD RIJCOSX def2/J DEFGRID3
* xyz 0 1
S -4.918 0.086 -0.082
H -3.117 1.995 0.084
N -1.263 1.220 0.407
H -0.521 0.042 -1.148
C 1.561 -0.933 0.002
S -2.333 -1.444 0.151
H 2.540 -0.475 0.140
C -3.287 -0.044 0.025
H 1.535 -1.900 0.506
N -2.570 1.156 -0.055
O 0.600 -0.079 0.602
H -1.156 1.348 1.418
H 1.371 -1.070 -1.061
C -0.483 0.226 -0.081
*
```

These are the Löwdin partial charges, in e, on atoms 1 to 5: atom 1 (S): 0.54, atom 2 (H): 0.11, atom 3 (N): 0.00, atom 4 (H): 0.13, atom 5 (C): -0.03

=====

2.
Formula: C3H8N4O
Source: the Open Molecules 2025 dataset
Level of theory: the ωB97M-V functional and the def2-TZVPD basis

Results
- Energy: -413.22485 Ha
- SMILES: [H]/N=C(N)/N=C(/C)ON
- Gap between HOMO and LUMO: 9.61 eV

The geometry in ORCA input format:
```
! wB97M-V def2-TZVPD RIJCOSX def2/J DEFGRID3
* xyz 0 1
C -1.053 -0.800 -0.405
O -0.152 0.817 0.169
H -2.924 -0.759 0.334
H 1.995 1.003 1.887
C 2.205 0.340 1.045
N -1.120 -0.676 -1.658
H -1.724 -1.295 1.427
N -2.021 -1.190 0.469
H 2.916 -0.426 1.355
C 0.966 -0.306 0.575
N 0.184 1.656 -0.939
N 0.466 -1.390 0.316
H -1.852 -1.244 -2.073
H 0.090 1.018 -1.742
H 2.623 0.944 0.237
H -0.596 2.309 -0.994
*
```

These are the Löwdin partial charges, in e, on atoms 1 to 5: atom 1 (C): -0.50, atom 2 (O): -0.23, atom 3 (H): 0.10, atom 4 (H): 0.09, atom 5 (C): -0.02

=====

3.
Formula: C45H41IrNO5S3Si
Source: the Open Molecules 2025 dataset
Level of theory: the ωB97M-V functional and the def2-TZVPD basis

Results
- Energy: -3758.46254 Ha
- Gap between HOMO and LUMO: 6.68 eV

The geometry in ORCA input format:
```
! wB97M-V def2-TZVPD RIJCOSX def2/J DEFGRID3
* xyz 1 1
C 1.012 -5.414 -4.144
H 2.307 6.742 0.568
H -0.909 -5.901 -3.364
C -3.136 -2.534 3.706
O -3.183 0.667 -4.240
C 2.552 0.204 -4.223
S -2.805 -0.083 -3.083
H -1.793 0.750 4.387
H -1.082 1.538 5.793
Si 0.482 1.654 3.894
H 2.486 6.337 2.277
Ir 0.798 0.653 1.031
C -5.591 1.040 -0.314
C 0.849 -1.982 -1.632
C 1.377 -0.051 -6.315
C -4.719 1.660 0.577
C -0.337 2.711 2.528
C 2.941 1.995 0.389
H -0.330 -1.578 -3.833
H 1.465 2.440 -1.127
C 2.441 0.431 -5.617
H 2.988 -4.710 -4.675
O -0.419 1.238 -0.626
C 2.082 2.831 -0.327
O -2.793 -1.518 -3.160
C 2.680 -0.091 -1.471
H -0.567 -0.085 5.336
H 2.289 3.300 4.300
H -4.018 -0.694 3.035
H -4.427 -3.976 4.643
C 1.577 -0.572 -3.544
O 1.487 -2.273 1.402
C -1.457 0.901 -1.305
C -2.020 -3.368 3.606
C 3.799 2.495 1.370
O 3.820 -0.459 0.957
C -1.215 -3.934 -1.589
C 1.541 0.417 2.975
H -1.211 3.197 2.974
H -5.117 2.158 1.452
C -0.949 -3.042 2.794
C -1.142 -2.988 -0.613
C -3.348 1.668 0.346
C -0.865 0.889 4.942
C 3.637 0.756 -3.507
H 4.407 1.298 -4.039
C -0.130 -4.102 -2.469
H -1.900 -2.948 0.153
C -3.156 -1.348 2.974
C 2.902 6.176 1.281
H -5.782 -0.013 -2.191
H 0.341 3.498 2.186
S 0.344 -1.457 1.023
H -0.501 -1.119 -6.183
H -5.206 -2.429 4.282
C 2.080 4.191 -0.029
H 2.599 0.673 3.043
C 2.053 -3.411 -3.290
H 1.056 -6.268 -4.806
H -2.688 2.183 1.030
H 1.424 4.849 -0.584
C 3.671 0.655 -2.157
H 3.214 1.008 -6.109
C 1.703 -0.832 -2.124
H -2.064 -4.601 -1.646
H 2.902 -2.744 -3.258
C 2.102 -4.516 -4.084
H 0.917 3.593 5.378
C 1.527 2.815 4.913
H 3.915 6.580 1.285
H 1.459 -0.609 3.334
N -1.356 0.416 -2.501
H -6.654 1.050 -0.116
S 2.763 0.227 0.260
H 4.454 1.138 -1.587
H -4.076 -2.561 5.627
C 0.473 -1.042 -4.311
C -0.083 -2.055 -0.596
C 2.914 4.713 0.950
H 2.036 2.272 5.712
C 0.372 -0.777 -5.643
C -0.075 -5.211 -3.352
C -5.112 0.439 -1.472
H -2.114 -0.082 1.591
H -1.996 -4.292 4.170
C 0.920 -3.150 -2.466
C -2.863 1.035 -0.787
C 3.782 3.847 1.633
H -0.756 2.250 1.615
C -3.750 0.461 -1.680
C -4.279 -2.898 4.608
H 1.290 0.136 -7.377
H -0.083 -3.685 2.708
H 4.454 4.252 2.379
H 4.464 1.822 1.896
C -1.001 -1.849 2.085
C -2.088 -0.996 2.169
*
```

These are the Löwdin partial charges, in e, on atoms 1 to 5: atom 1 (C): -0.05, atom 2 (H): 0.08, atom 3 (H): 0.12, atom 4 (C): -0.24, atom 5 (O): -0.27

=====

4.
Formula: C4H4N2O
Source: the Open Molecules 2025 dataset
Level of theory: the ωB97M-V functional and the def2-TZVPD basis

Results
- Energy: -339.50553 Ha
- SMILES: [H]/N=C/C=C=O.C#N
- Gap between HOMO and LUMO: 9.93 eV

The geometry in ORCA input format:
```
! wB97M-V def2-TZVPD RIJCOSX def2/J DEFGRID3
* xyz 0 1
H -1.683 1.505 1.476
C -0.991 -0.505 0.902
H -1.686 -0.905 1.645
C -0.251 1.695 0.038
H 1.236 -1.122 -1.044
O 0.368 2.414 -0.622
N -0.260 -1.275 0.187
H -0.429 -2.249 0.421
N 2.722 0.087 -2.209
C -1.009 0.945 0.836
C 1.984 -0.590 -1.630
*
```

These are the Löwdin partial charges, in e, on atoms 1 to 5: atom 1 (H): 0.11, atom 2 (C): -0.25, atom 3 (H): 0.11, atom 4 (C): -0.14, atom 5 (H): -0.01

=====

5.
Formula: C3H8N4S
Source: the Open Molecules 2025 dataset
Level of theory: the ωB97M-V functional and the def2-TZVPD basis

Results
- Energy: -736.27836 Ha
- SMILES: [H]/N=C(/N/C=N\N)SC
- Gap between HOMO and LUMO: 9.77 eV

The geometry in ORCA input format:
```
! wB97M-V def2-TZVPD RIJCOSX def2/J DEFGRID3
* xyz 0 1
H -2.345 -1.417 1.529
H 1.764 1.453 0.788
H -1.317 2.032 -0.493
H 1.987 -0.907 1.128
C 2.413 -0.860 0.089
N -2.301 -0.812 -0.339
H -2.378 0.161 -2.110
H 3.191 -0.092 0.057
C 0.311 0.869 -0.294
C -1.903 0.116 -1.117
N -0.961 1.122 -0.781
H 2.833 -1.851 -0.192
H -1.416 -0.024 1.303
N -1.750 -0.907 0.901
S 1.077 -0.525 -1.078
N 0.794 1.640 0.609
*
```

These are the Löwdin partial charges, in e, on atoms 1 to 5: atom 1 (H): 0.08, atom 2 (H): 0.01, atom 3 (H): 0.14, atom 4 (H): 0.06, atom 5 (C): -0.42

=====

6.
Formula: C35H39BaN11O5S4Sb
Source: the Open Molecules 2025 dataset
Level of theory: the ωB97M-V functional and the def2-TZVPD basis

Results
- Energy: -4193.96770 Ha
- <S²>: 0.759
- Gap between HOMO and LUMO (spin up / spin down): 3.31 / 4.64 eV

The geometry in ORCA input format:
```
! wB97M-V def2-TZVPD RIJCOSX def2/J DEFGRID3
* xyz -2 2
O -0.205 2.259 -1.382
Sb 2.835 3.540 4.450
C -2.248 0.308 -5.725
H 0.518 -5.309 -0.577
O 1.729 3.175 -0.151
N -0.757 -1.023 -1.363
H 2.212 -0.174 -4.499
H 0.003 -4.315 4.485
Ba 0.505 0.552 0.445
C -3.245 1.585 1.274
S 4.747 4.181 3.297
H 0.452 -0.134 -6.161
C 0.920 -0.118 -2.780
H -2.981 0.007 -1.885
H 4.919 -4.139 -0.237
C -3.513 0.523 -5.275
S 5.810 -0.864 1.077
H -6.224 1.327 0.436
N -0.463 -1.881 1.462
C -1.545 -0.146 -3.438
H -0.019 -0.877 5.221
C -0.672 -4.055 1.717
C 4.926 -2.376 0.965
C 4.726 4.841 -2.359
C -2.828 0.123 -2.963
C -6.675 1.856 2.438
S 1.487 1.951 3.337
H -3.750 3.928 1.337
C -1.919 -4.880 1.759
N -4.481 2.055 1.381
H 7.366 -3.276 -0.180
C -3.817 0.489 -3.857
N 1.559 3.568 -1.374
H -4.318 0.844 -5.943
H -7.632 1.351 2.312
H -6.420 1.599 3.465
C -0.492 -3.073 0.460
H -0.418 -3.079 5.787
H -3.757 -5.373 0.832
H 5.104 -4.490 1.452
C 4.552 4.969 -3.748
C -1.202 0.000 -4.801
H 2.160 -4.502 -0.648
H 3.211 4.795 -5.437
N -2.112 1.316 1.285
C -2.928 -4.658 0.813
C 4.269 -0.132 1.425
C 3.688 4.465 -1.530
H -4.815 0.739 -3.485
H -5.500 0.241 1.594
O 1.761 0.155 -1.852
C -2.887 -3.631 -0.173
N -1.785 -1.882 -1.338
H -5.761 5.050 2.423
C 1.057 -4.389 -0.840
C -4.704 3.469 1.358
H -1.760 -0.937 4.808
N 3.245 -0.969 1.484
C 2.502 4.193 -2.181
H 4.698 1.942 1.551
N 3.682 -2.238 1.217
O 0.712 -3.158 -0.192
H 5.749 5.111 -1.937
H -0.680 -0.244 3.590
C -0.472 -0.419 -2.499
H 5.386 5.291 -4.419
H -1.994 -5.668 2.555
H 3.145 1.563 2.299
C 3.283 4.818 -4.346
S 1.407 4.950 5.500
H 3.685 4.459 -0.418
C 6.918 -3.889 0.616
H 7.373 -3.668 1.561
N -0.557 -2.358 3.828
C -0.671 -3.450 4.819
C -0.604 -2.645 2.484
C -5.690 1.282 1.428
N 3.991 1.220 1.720
H 1.229 4.361 -3.952
H -5.142 3.889 3.519
H -5.244 3.682 0.422
C -1.764 -2.855 -0.419
H -1.953 0.558 -6.735
H 0.314 -4.524 1.887
N 0.483 2.999 -2.124
C -5.618 3.973 2.469
C 5.413 -3.779 0.688
O -6.869 3.306 2.333
C 0.202 -0.058 -5.157
C -0.722 -1.000 4.388
H 7.084 -4.972 0.462
H -1.689 -3.854 4.926
C 2.215 4.397 -3.571
H 0.907 -4.209 -1.916
C 1.169 -0.139 -4.206
H -3.805 -3.440 -0.767
*
```

These are the Löwdin partial charges, in e, on atoms 1 to 5: atom 1 (O): -0.37, atom 2 (Sb): -0.06, atom 3 (C): -0.06, atom 4 (H): 0.09, atom 5 (O): -0.22

=====

7.
Formula: C4H8S2
Source: the Open Molecules 2025 dataset
Level of theory: the ωB97M-V functional and the def2-TZVPD basis

Results
- Energy: -953.52094 Ha
- SMILES: CSCCC=S
- Gap between HOMO and LUMO: 8.25 eV

The geometry in ORCA input format:
```
! wB97M-V def2-TZVPD RIJCOSX def2/J DEFGRID3
* xyz 0 1
S -1.436 0.895 -1.015
H -3.080 0.246 0.695
C 0.159 0.890 0.020
S 3.199 -1.503 1.114
H -3.281 -0.638 -0.861
C 2.369 -0.195 0.583
H 0.850 -1.239 -0.318
C -2.552 -0.310 -0.138
H -0.063 0.780 1.037
H 0.519 1.742 -0.427
H 2.670 0.836 0.873
H 1.377 -0.187 -1.419
H -1.929 -1.110 0.233
C 1.198 -0.206 -0.376
*
```

These are the Löwdin partial charges, in e, on atoms 1 to 5: atom 1 (S): 0.75, atom 2 (H): 0.05, atom 3 (C): -0.44, atom 4 (S): 0.66, atom 5 (H): 0.01

=====

8.
Formula: C4H10N
Source: the Open Molecules 2025 dataset
Level of theory: the ωB97M-V functional and the def2-TZVPD basis

Results
- Energy: -212.86662 Ha
- SMILES: CC/C=C/[NH3+]
- Gap between HOMO and LUMO: 10.76 eV

The geometry in ORCA input format:
```
! wB97M-V def2-TZVPD RIJCOSX def2/J DEFGRID3
* xyz 1 1
H 0.961 -3.100 0.426
C -0.337 -0.243 -0.069
H -0.259 3.217 -0.428
H -1.304 2.224 0.541
H -1.394 -0.384 0.104
H -1.517 2.360 -1.182
H 0.350 0.946 -1.707
H 1.183 1.340 -0.268
H 0.809 -2.308 1.856
C -0.757 2.242 -0.412
C 0.194 1.058 -0.629
H 1.660 -1.115 -0.179
H -0.599 -2.660 0.943
C 0.620 -1.160 0.072
N 0.389 -2.418 0.931
*
```

These are the Löwdin partial charges, in e, on atoms 1 to 5: atom 1 (H): 0.16, atom 2 (C): -0.04, atom 3 (H): 0.08, atom 4 (H): 0.08, atom 5 (H): 0.13

=====

Question: energy of number 1 (C3H6N2OS2)?
Answer: -1098.96354 Ha